(1)
Entry from the Open Molecules 2025 dataset: a molecular structure, C7H8O (ωB97M-V/def2-TZVPD).

Each line ends with the natural charge from an NBO analysis.
Element x y z (Å)
C  -1.16233  1.06487  0.24555  -0.41
C  -2.03148  -0.16161  -0.17337  -0.22
C  -1.42738  -1.36162  -0.17465  -0.14
C  0.11395  -1.01529  0.18683  0.05
C  2.32503  -0.23305  0.12701  0.14
C  1.59395  0.92835  -0.05698  -0.30
C  0.21542  0.44901  -0.40937  -0.26
H  -1.47215  2.09974  0.02535  0.23
H  -0.63341  1.11680  1.54174  0.19
H  -3.06060  -0.22484  -0.00572  0.21
H  -1.59326  -2.35430  -0.31772  0.22
H  -0.06812  -0.97426  1.21460  0.17
H  3.30569  -0.28603  -0.07554  0.19
H  2.15270  1.81279  -0.60728  0.23
H  0.22886  0.56542  -1.48016  0.22
O  1.51311  -1.42598  -0.04028  -0.51

Properties
Strongest force on any atom = 6.9 eV/Å
LUMO level = 1.034 eV
Spin multiplicity = 1
E_tot = -346.55732 hartree
Gap between HOMO and LUMO = 0.35556 hartree

***

(2)
Entry from the Open Molecules 2025 dataset: C17H18BrO4PS2 in the gas phase (ωB97M-V/def2-TZVPD).

Each line ends with the natural charge from an NBO analysis.
Element x y z (Å)
C  -0.57713  -4.07147  1.81869  -0.61
C  -0.35366  -3.17374  0.59106  -0.54
S  -1.94326  -2.65266  -0.09065  0.19
C  -1.59952  -1.61991  -1.59503  -0.54
C  -0.22860  -1.00651  -1.49635  -0.08
C  0.84109  -1.70678  -1.99179  -0.01
Br  0.59697  -3.40152  -2.84883  0.07
C  2.11120  -1.22311  -1.91617  -0.20
C  2.29383  -0.01857  -1.32437  -0.11
C  1.24139  0.71666  -0.81121  -0.18
C  -0.05254  0.23550  -0.91270  0.15
C  -1.23118  1.02302  -0.40619  -0.46
C  -1.57851  0.75825  1.06469  -0.39
C  -2.98437  1.37454  1.32449  -0.52
C  -4.08119  0.37846  1.00826  0.80
O  -4.41824  0.09853  -0.11967  -0.57
O  -4.70290  -0.20862  2.08769  -0.69
C  1.56366  2.01912  -0.15699  0.60
O  0.75756  2.69314  0.46788  -0.54
C  2.96974  2.54518  -0.20909  -0.38
P  3.26264  4.21584  0.47425  0.86
S  2.76778  5.53973  -0.85879  -0.56
C  3.96830  1.82910  -0.70513  -0.20
C  3.71004  0.48509  -1.27589  0.53
O  4.62925  -0.17525  -1.72166  -0.49
H  0.37617  -4.51052  2.11138  0.22
H  -0.94700  -3.48336  2.65798  0.21
H  -1.27235  -4.86853  1.55541  0.22
H  0.25463  -2.32357  0.91367  0.20
H  0.25690  -3.74003  -0.11164  0.21
H  -2.39866  -0.88574  -1.59643  0.25
H  -1.71651  -2.25857  -2.46375  0.24
H  2.92759  -1.79835  -2.32390  0.26
H  -2.10725  0.79708  -1.01325  0.23
H  -1.04534  2.08137  -0.56891  0.25
H  -1.57613  -0.29688  1.33092  0.23
H  -0.88882  1.34268  1.67334  0.23
H  -3.08906  2.18291  0.59745  0.23
H  -3.06601  1.84463  2.30525  0.22
H  -4.83584  0.50093  2.72806  0.48
H  2.55836  4.32637  1.68805  0.00
H  4.63009  4.20821  0.81667  -0.03
H  4.97690  2.22732  -0.69679  0.24

Properties
Strongest force on any atom = 2.0 eV/Å
LUMO level = -1.770 eV
Spin multiplicity = 1
E_tot = -4671.30379 hartree
SMILES = CCSCc1c(Br)cc2c(c1CCCC(=O)O)C(=O)C([PH2]=S)=CC2=O
Gap between HOMO and LUMO = 0.25728 hartree

***

(3)
Entry from the Open Molecules 2025 dataset: a molecular structure, C14H22O11Rb (ωB97M-V/def2-TZVPD).

Each line ends with the natural charge from an NBO analysis.
Element x y z (Å)
Rb  18.32374  23.08179  -23.87657  0.65
O  14.51851  24.24195  -21.48334  -0.92
C  13.31492  23.71806  -21.95900  -0.07
C  12.94725  23.82214  -23.48227  -0.09
O  13.65003  23.14264  -24.51326  -0.92
H  12.52759  24.18290  -21.36560  0.09
H  13.19780  22.66104  -21.72008  0.08
H  12.90684  24.85263  -23.83522  0.08
H  11.89268  23.61225  -23.66096  0.09
C  19.97556  18.06652  -32.67328  -0.62
C  20.81876  19.09917  -31.96685  0.07
C  20.78631  20.45958  -32.52934  -0.09
O  20.68227  21.25757  -31.38671  -0.49
C  20.32196  20.57731  -30.30067  0.98
O  20.15239  21.01345  -29.14416  -0.58
O  20.28055  19.29395  -30.69810  -0.50
H  18.94500  18.41719  -32.72863  0.22
H  19.95264  17.15177  -32.08099  0.23
H  20.35765  17.89562  -33.67970  0.21
H  21.85327  18.81717  -31.77094  0.18
H  19.91857  20.67056  -33.15434  0.19
H  21.73917  20.58780  -33.04288  0.20
C  25.73312  16.34395  -22.62038  -0.64
C  25.20829  17.80646  -22.77906  0.08
C  24.72921  18.23349  -24.17265  -0.10
O  23.39828  18.63130  -24.02924  -0.48
C  23.03517  18.66319  -22.73871  0.97
O  21.91462  18.98624  -22.33543  -0.58
O  23.99475  18.10860  -21.98466  -0.49
H  25.95732  16.15776  -21.57006  0.23
H  26.64628  16.17674  -23.19159  0.22
H  25.00952  15.59957  -22.95262  0.22
H  25.97994  18.52103  -22.49262  0.18
H  24.85642  17.31930  -24.75247  0.18
H  25.34569  19.03438  -24.58087  0.19
C  16.24629  30.28448  -21.50962  -0.63
C  17.12961  29.59103  -22.54655  0.06
C  16.38936  29.14269  -23.83235  -0.09
O  17.19773  29.69539  -24.77315  -0.48
C  18.07393  30.54172  -24.30795  0.97
O  18.89915  31.10389  -25.02343  -0.62
O  17.99257  30.57959  -23.02694  -0.47
H  15.55858  31.00888  -21.94597  0.21
H  16.78958  30.87119  -20.76888  0.22
H  15.71932  29.55585  -20.89357  0.23
H  17.56246  28.69253  -22.10672  0.19
H  15.35205  29.47748  -23.83002  0.19
H  16.40116  28.05390  -23.88231  0.21

Properties
Strongest force on any atom = 4.7 eV/Å
LUMO level = 1.338 eV
Spin multiplicity = 1
E_tot = -1398.19749 hartree
Charge = -1
Gap between HOMO and LUMO = 0.08626 hartree